Record 1
{"formula": "C24H47IrN2O6PSi", "method": "ωB97M-V/def2-TZVPD", "species": ["C", "C", "N", "C", "C", "C", "C", "C", "P", "H", "H", "H", "C", "C", "H", "H", "H", "C", "C", "H", "H", "H", "H", "H", "H", "H", "H", "H", "H", "H", "H", "C", "O", "Ir", "O", "H", "H", "N", "C", "C", "C", "C", "O", "Si", "O", "O", "C", "C", "C", "C", "O", "C", "C", "C", "C", "H", "H", "H", "H", "H", "H", "H", "H", "H", "H", "H", "H", "H", "H", "H", "H", "H", "H", "H", "H", "H", "H", "H", "H", "H", "H", "H"], "xyz": [[0.57222, 1.38006, -4.28255], [-0.18787, 2.52489, -3.70059], [-0.05903, 2.67152, -2.37150], [-0.17863, 3.91471, -1.84571], [-0.98381, 4.86858, -2.47091], [-1.36055, 4.64007, -3.79224], [-0.87193, 3.49375, -4.45043], [0.94967, 4.22974, -0.87213], [1.37431, 2.82799, 0.30842], [-1.07528, 3.27749, -5.49246], [-1.17223, 5.80287, -1.92375], [-1.96063, 5.38324, -4.32353], [-0.50001, -0.38673, -3.10947], [1.87349, -0.53667, -3.60631], [1.00666, 5.18245, -0.42341], [1.56410, 1.69725, -4.64967], [0.00347, 0.93813, -5.11372], [0.22469, 2.62081, 1.66218], [2.93965, 3.39463, 0.97944], [0.35707, 1.61027, 2.07263], [0.43881, 3.34488, 2.45829], [-0.81495, 2.71146, 1.33004], [3.57830, 2.54297, 1.23396], [3.44551, 3.99104, 0.21488], [2.77214, 4.01567, 1.86557], [1.62583, -1.00738, -4.57109], [2.78169, 0.06474, -3.70298], [2.03723, -1.31053, -2.85112], [-0.70371, -0.83544, -4.09483], [-0.43289, -1.17525, -2.35933], [-1.32063, 0.28039, -2.84347], [2.58497, 0.30958, -0.45101], [3.36852, -0.35342, 0.11218], [1.32030, 1.35798, -1.31755], [2.82886, 2.61881, -2.08501], [1.85672, 4.36344, -1.36258], [2.65665, 3.05967, -2.92715], [0.77514, 0.36343, -3.19604], [-0.02882, -0.02687, 4.03371], [0.97214, -0.89598, 3.28710], [2.39898, -0.40230, 3.54718], [0.82173, -2.32629, 3.77920], [0.79543, -0.82862, 1.81777], [-0.45031, -0.83376, 0.72442], [-0.20642, 0.21025, -0.45981], [-0.65273, -2.34198, 0.10996], [0.07946, -3.56361, -0.24460], [0.98075, -3.33170, -1.44875], [0.93656, -4.02121, 0.92421], [-0.97866, -4.60471, -0.58167], [-1.76917, -0.48634, 1.62855], [-3.12622, -0.98224, 1.72582], [-3.95394, -0.42712, 0.57171], [-3.13935, -2.50548, 1.69091], [-3.69134, -0.50011, 3.05096], [0.06678, -0.21416, 5.11734], [-1.05250, -0.26701, 3.72965], [0.15427, 1.04000, 3.87402], [2.63828, -0.47836, 4.62317], [3.12632, -1.00782, 2.98399], [2.51323, 0.65381, 3.25161], [-0.17780, -2.71470, 3.54384], [1.58896, -2.97770, 3.34758], [0.94363, -2.35162, 4.87466], [1.73236, -2.56171, -1.22504], [1.52874, -4.26023, -1.67362], [0.39300, -3.08126, -2.34149], [0.31819, -4.22060, 1.80897], [1.45195, -4.95758, 0.65406], [1.70246, -3.26939, 1.15732], [-1.62217, -4.80953, 0.28186], [-1.59880, -4.27491, -1.42505], [-0.48956, -5.54463, -0.86815], [-3.55030, -0.75759, -0.39475], [-4.99059, -0.78732, 0.64328], [-3.97479, 0.66912, 0.61546], [-2.48945, -2.92703, 2.47342], [-4.16745, -2.86339, 1.87611], [-2.80890, -2.89332, 0.71789], [-3.13728, -0.91829, 3.89658], [-3.66512, 0.59138, 3.11638], [-4.73541, -0.82520, 3.13720]], "forces_ev_per_angstrom": [[-0.16, -0.13, 0.36], [0.75, 0.35, -0.21], [1.01, -3.47, 0.32], [1.52, 1.81, 2.40], [-0.72, 1.06, -1.40], [-0.65, 1.79, 0.88], [-0.06, -0.75, -0.03], [-1.94, -0.60, 0.66], [-0.12, 3.08, 1.08], [0.03, 0.24, -0.03], [-0.23, -0.37, -0.50], [0.21, -0.39, 0.19], [-0.33, -0.61, -0.15], [0.27, -0.34, -0.43], [-1.21, 1.33, 1.08], [-0.38, 0.03, 0.01], [0.35, 0.03, 0.04], [-0.33, -0.23, 0.22], [0.35, -0.14, 0.04], [0.07, 0.32, -0.18], [-0.09, -0.05, -0.26], [0.18, 0.05, 0.00], [-0.03, 0.19, 0.11], [0.05, -0.14, 0.12], [0.01, -0.14, -0.12], [0.20, 0.06, 0.27], [-0.04, -0.21, -0.11], [-0.15, 0.17, -0.24], [0.04, 0.06, 0.29], [0.04, 0.20, -0.17], [0.12, 0.02, -0.01], [5.45, -4.82, 3.69], [-3.36, 2.93, -2.51], [-3.33, -0.15, -3.82], [0.82, -0.07, -0.08], [1.88, -0.40, -1.48], [0.19, 0.23, -0.51], [0.13, -0.24, -0.75], [0.04, 0.21, 0.18], [0.38, -0.08, 0.43], [0.19, 0.03, 0.00], [0.15, -0.23, 0.01], [-1.14, 0.63, -0.39], [2.86, -3.56, 0.02], [-0.32, 0.60, 0.75], [0.01, 1.18, 0.13], [0.05, -0.48, 0.06], [0.00, -0.02, -0.19], [0.09, -0.13, 0.16], [-0.07, -0.08, -0.07], [-2.89, 0.38, 0.09], [0.83, -0.15, 2.34], [-0.34, 0.75, -1.70], [-0.08, -1.41, -0.70], [-0.20, 0.39, -0.01], [-0.03, 0.09, -0.50], [0.14, 0.04, 0.18], [-0.14, -0.15, 0.12], [-0.13, 0.02, -0.50], [-0.25, 0.18, 0.23], [-0.05, -0.28, 0.08], [0.19, -0.01, 0.02], [-0.27, 0.10, 0.10], [-0.05, 0.06, -0.44], [-0.16, -0.07, -0.06], [-0.20, 0.32, 0.11], [0.21, 0.02, 0.19], [0.21, 0.08, -0.24], [-0.23, 0.34, 0.08], [-0.21, -0.20, 0.01], [0.14, 0.03, -0.17], [0.09, -0.06, 0.19], [-0.14, 0.22, 0.08], [-0.06, 0.09, 0.23], [0.45, -0.11, 0.30], [0.10, -0.28, 0.02], [-0.14, 0.33, -0.18], [0.39, 0.38, -0.05], [-0.19, 0.17, 0.40], [-0.02, 0.00, -0.13], [-0.02, -0.10, 0.06], [0.27, 0.09, -0.04]], "charge": 3, "multiplicity": 7, "lumo_ha": [-0.3239, -0.4904], "s_squared": 12.034, "homo_lumo_gap_ev": [6.2, 4.7]}



Record 2
{"formula": "C27H26NOPPtS", "method": "ωB97M-V/def2-TZVPD", "species": ["Pt", "C", "C", "C", "C", "C", "C", "C", "C", "C", "H", "H", "H", "H", "H", "H", "H", "H", "H", "H", "H", "H", "C", "C", "C", "C", "C", "C", "P", "C", "C", "C", "C", "C", "C", "C", "C", "C", "C", "C", "C", "H", "H", "H", "H", "H", "H", "H", "H", "H", "H", "H", "H", "H", "H", "O", "S", "N"], "xyz": [[-0.42955, -0.18109, 0.45784], [0.88996, -2.99640, -1.19003], [-0.33977, -2.20513, -0.86672], [-1.02776, -2.42668, 0.35999], [-2.25558, -1.79948, 0.66595], [-3.05587, -2.19783, 1.86602], [-2.67763, -0.77839, -0.19572], [-1.98124, -0.48273, -1.39778], [-2.51236, 0.56025, -2.33397], [-0.85305, -1.24977, -1.75059], [1.49135, -3.17432, -0.29869], [1.50369, -2.49093, -1.93277], [0.59808, -3.96877, -1.59213], [-0.63492, -3.17142, 1.04209], [-3.80894, -2.92890, 1.56437], [-3.57576, -1.34706, 2.30252], [-2.43169, -2.66619, 2.62532], [-3.57671, -0.22137, 0.03618], [-3.17815, 0.08265, -3.05591], [-1.71116, 1.03955, -2.89431], [-3.09108, 1.31607, -1.80563], [-0.34935, -1.05863, -2.68937], [1.39550, -0.86868, 6.13112], [0.32975, -1.27819, 5.34279], [0.33891, -1.01656, 3.98066], [1.42336, -0.35149, 3.41336], [2.49681, 0.06181, 4.20905], [2.47629, -0.19804, 5.56802], [1.42011, 0.03920, 1.67401], [2.92598, -0.49739, 0.87421], [3.78979, -1.40242, 1.48651], [4.93513, -1.81119, 0.81725], [5.21705, -1.31471, -0.44651], [4.35279, -0.41221, -1.05950], [3.20269, -0.00842, -0.40707], [1.29370, 1.86417, 1.43349], [2.30309, 2.89471, 1.16700], [2.00147, 3.84384, 0.26973], [0.75912, 3.83480, -0.50176], [-0.17738, 2.88126, -0.38323], [0.00093, 1.80695, 0.60725], [1.38651, -1.07137, 7.19357], [-0.50676, -1.79834, 5.78904], [-0.49430, -1.31981, 3.35773], [3.34466, 0.57701, 3.77172], [3.30212, 0.11860, 6.19008], [3.57645, -1.78711, 2.47546], [5.60853, -2.51399, 1.28815], [6.11422, -1.63198, -0.96062], [4.58041, -0.02716, -2.04416], [2.52322, 0.68600, -0.89101], [3.26465, 2.84540, 1.65895], [2.71979, 4.62365, 0.05409], [0.62942, 4.61349, -1.24219], [-1.03644, 2.85023, -1.03900], [0.42600, 3.59688, 4.09351], [-0.53676, 3.23355, 3.10639], [0.02011, 2.27064, 2.04412]], "forces_ev_per_angstrom": [[-0.05, -0.07, -0.08], [0.01, 0.01, 0.00], [-0.01, -0.06, 0.00], [0.09, -0.01, 0.02], [-0.05, -0.02, 0.02], [0.00, 0.00, 0.02], [-0.08, 0.09, -0.03], [-0.04, 0.02, 0.01], [0.01, 0.01, 0.00], [0.01, 0.00, -0.04], [0.00, 0.00, 0.00], [0.00, 0.00, 0.00], [0.00, 0.00, 0.00], [0.00, 0.00, 0.00], [0.00, 0.00, 0.01], [-0.01, 0.00, 0.00], [-0.01, 0.00, 0.00], [0.00, 0.01, 0.00], [-0.01, 0.00, 0.00], [0.00, 0.00, 0.00], [0.00, 0.00, 0.00], [0.00, 0.00, 0.00], [0.00, 0.00, 0.00], [0.00, 0.01, -0.01], [-0.01, 0.01, 0.01], [0.04, 0.01, -0.02], [-0.01, -0.01, 0.02], [0.00, 0.00, -0.01], [0.10, 0.09, 0.07], [0.02, 0.07, -0.01], [-0.01, -0.02, 0.01], [-0.01, 0.00, -0.01], [-0.01, 0.00, -0.01], [0.01, -0.01, 0.00], [-0.01, 0.00, 0.02], [-0.05, -0.12, 0.10], [-0.03, 0.06, -0.06], [0.01, -0.04, 0.04], [-0.01, 0.00, 0.02], [0.01, 0.00, 0.00], [-0.03, -0.03, 0.04], [0.00, 0.00, 0.00], [0.00, 0.00, 0.00], [0.00, 0.00, 0.00], [-0.01, 0.00, 0.00], [0.00, 0.00, 0.00], [0.00, 0.00, 0.00], [0.00, 0.00, 0.00], [0.00, 0.00, 0.00], [0.00, 0.00, 0.00], [0.00, -0.01, -0.01], [0.00, 0.00, 0.01], [0.01, 0.00, 0.00], [0.00, 0.00, -0.01], [0.00, 0.00, -0.01], [0.00, 0.00, 0.02], [0.03, -0.09, 0.00], [0.04, 0.12, -0.13]], "charge": 2, "lumo_ha": -0.2857, "homo_lumo_gap_ev": 7.0}



- Which formula does entry 1 have?
  C24H47IrN2O6PSi



- What is the formula in the first record?
  C24H47IrN2O6PSi